Computed, not measured: a molecular structure, C53H59N4O3PdS2SiTe, with ωB97M-V/def2-TZVPD.

Structure (XYZ):
```
124
Properties=species:S:1:pos:R:3:forces:R:3
Pd -0.147600 -0.198424 0.028367 -0.35 -0.21 -0.31
C 3.634020 -0.614735 -4.323663 -0.07 0.07 0.06
C 2.946312 0.239551 -3.305485 -0.01 -0.03 -0.09
C 2.922288 1.602149 -3.092033 0.05 0.07 0.05
C 2.023746 1.796384 -2.014843 -0.01 0.01 0.10
N 1.537728 0.634090 -1.611166 -0.08 0.05 -0.23
N 2.109303 -0.291057 -2.397447 -0.06 0.00 0.10
C 1.622502 3.063051 -1.330296 0.05 -0.10 -0.02
H 4.645796 -0.257091 -4.520063 -0.02 -0.02 0.03
H 3.085507 -0.610844 -5.268917 0.02 -0.02 0.02
H 3.688093 -1.647230 -3.974615 0.04 0.03 -0.03
H 3.479558 2.357607 -3.626466 -0.03 -0.06 0.03
H 1.793540 -1.254650 -2.299687 0.00 -0.03 0.03
H 1.376075 3.844459 -2.053712 -0.01 -0.02 -0.02
H 2.429868 3.419464 -0.686464 -0.01 0.00 -0.01
H 0.769355 2.854998 -0.687083 0.00 0.04 0.02
O 1.712057 1.212573 1.060566 -0.06 -0.04 0.05
Si 2.647663 1.554298 2.256721 0.28 0.08 0.21
C 3.423572 0.021047 3.080146 -0.09 -0.11 -0.02
C 2.890702 -1.232278 2.750403 0.08 0.07 0.04
C 3.382041 -2.397902 3.327967 0.01 0.01 0.00
C 4.424734 -2.334213 4.244646 -0.01 0.06 -0.01
C 4.983978 -1.103083 4.568974 -0.04 0.02 -0.05
C 4.487400 0.058409 3.986263 -0.03 -0.04 -0.02
C 4.193271 2.626569 1.848293 -0.01 0.08 0.01
C 5.151015 2.133908 0.951640 -0.09 -0.02 -0.01
C 6.302687 2.845716 0.643839 -0.01 0.01 -0.01
C 6.530534 4.087918 1.225680 -0.08 0.01 0.06
C 5.593937 4.607019 2.109946 -0.01 -0.06 -0.04
C 4.444020 3.881687 2.415147 0.05 -0.09 -0.08
C 1.800697 2.571082 3.644049 -0.06 0.11 -0.05
C 0.889524 3.555021 3.237116 0.04 0.01 -0.06
C 0.233735 4.367362 4.153568 0.11 0.02 0.04
C 0.465448 4.206010 5.516037 0.07 -0.04 -0.08
C 1.350841 3.224865 5.944924 -0.02 0.02 -0.02
C 2.006359 2.420067 5.016907 0.04 0.05 -0.03
H 2.086235 -1.281063 2.021711 -0.01 -0.02 0.03
H 2.949479 -3.356607 3.062093 -0.01 0.04 0.00
H 4.804992 -3.240594 4.703374 0.00 0.00 -0.02
H 5.809714 -1.050119 5.270115 0.00 0.00 0.01
H 4.943816 1.014348 4.233165 -0.01 -0.03 0.01
H 4.979589 1.168410 0.481616 0.02 0.04 0.03
H 7.026630 2.435627 -0.052584 -0.03 -0.01 0.01
H 7.428862 4.647371 0.989730 0.00 0.00 -0.01
H 5.756168 5.579883 2.562316 0.00 -0.02 0.00
H 3.726739 4.304197 3.110756 0.00 -0.01 0.01
H 0.687395 3.665751 2.173566 -0.01 -0.03 0.10
H -0.468537 5.119335 3.809237 0.00 -0.02 0.00
H -0.048846 4.831202 6.236444 -0.01 0.01 0.01
H 1.530903 3.085902 7.005967 -0.01 -0.01 -0.01
H 2.687990 1.652700 5.373471 -0.03 0.02 -0.01
S -0.751302 -1.558044 -2.035215 2.15 -0.83 0.02
C 0.235628 -2.889287 -1.561319 -1.30 0.10 -0.05
N 0.538821 -3.138733 -0.177001 0.21 0.01 -0.32
C 0.790567 -4.542914 0.071845 -0.04 -0.01 -0.09
C -0.253879 -5.337188 -0.713098 -0.02 0.03 -0.12
S -0.224882 -4.523405 -2.332008 0.28 0.33 0.05
H -0.193136 -2.806350 0.444904 -0.09 0.25 0.16
H 0.729252 -4.737142 1.143314 0.00 0.07 0.02
H 1.785530 -4.815212 -0.293608 0.05 -0.02 0.05
H -1.237257 -5.218066 -0.256994 -0.02 -0.06 0.06
H -0.018937 -6.397706 -0.818064 0.03 0.04 -0.01
C -2.061445 1.580114 4.229649 0.01 -0.01 -0.01
C -1.185546 0.388889 4.641364 -0.03 0.02 -0.04
C -0.343809 0.108246 3.385189 0.00 0.09 -0.04
O -0.861715 0.950176 2.340197 0.12 0.05 0.24
C -2.146926 1.382747 2.721348 -0.05 -0.07 0.09
H -1.556430 2.521143 4.455307 -0.06 -0.07 0.00
H -3.045274 1.579447 4.705949 0.02 0.00 0.03
H -1.801283 -0.481213 4.881225 0.00 0.00 -0.01
H -0.555883 0.612376 5.503752 -0.03 0.01 0.01
H -0.403077 -0.935422 3.084711 -0.06 -0.10 -0.09
H 0.700405 0.378885 3.527808 -0.09 -0.05 0.01
H -2.890842 0.615369 2.479243 -0.10 -0.05 -0.12
H -2.382939 2.286728 2.160632 -0.01 0.05 -0.05
C -6.854003 -2.822685 -6.741601 0.04 0.03 0.06
C -5.962763 -2.363593 -5.613739 -0.02 -0.03 -0.06
C -4.584215 -2.422627 -5.704411 0.04 0.00 -0.05
C -3.749336 -2.024300 -4.655142 -0.01 0.13 0.08
C -2.263126 -2.139937 -4.900016 -0.07 -0.06 0.01
C -4.277394 -1.530564 -3.444656 -0.40 -0.07 0.03
Te -3.186631 -1.566359 -1.276155 -0.78 0.05 0.22
N -2.076726 -1.458700 0.582471 0.39 0.10 0.39
C -2.281491 -2.308682 1.575245 0.00 0.22 -0.41
O -1.410472 -2.786878 2.347217 -0.07 -0.02 0.02
C -3.725597 -2.713818 1.861494 0.05 0.06 -0.07
C -4.390088 -3.719515 1.161762 0.00 -0.04 0.14
C -5.734509 -3.983545 1.398898 0.02 -0.02 0.01
C -6.437412 -3.254545 2.348015 0.03 0.01 0.04
C -5.775887 -2.271429 3.076915 0.06 -0.04 -0.03
C -4.432999 -2.011416 2.837589 -0.07 0.03 -0.01
C -3.586956 0.509508 -1.055313 -0.24 0.03 -0.01
C -4.446970 0.793094 0.003339 0.06 0.02 -0.02
C -4.887847 2.084496 0.244110 0.04 0.01 0.11
C -4.453746 3.113787 -0.576895 0.03 0.00 -0.03
C -3.585061 2.837120 -1.622000 -0.03 0.00 0.01
C -3.134752 1.542789 -1.885785 0.01 -0.11 0.02
C -2.158945 1.319647 -3.010563 -0.07 -0.01 0.15
C -5.695162 -1.463656 -3.371548 0.10 0.02 -0.11
C -6.426324 -0.945219 -2.151298 0.11 -0.09 -0.01
C -6.501034 -1.870298 -4.435314 0.02 0.05 0.04
H -6.263576 -3.157449 -7.596704 -0.01 0.01 0.02
H -7.514418 -2.019096 -7.079388 0.01 -0.02 -0.01
H -7.488769 -3.654289 -6.423382 0.00 0.00 -0.03
H -4.130990 -2.790758 -6.623272 -0.01 0.00 0.03
H -2.066687 -2.448101 -5.931034 -0.01 0.02 0.03
H -1.804705 -2.870836 -4.232525 -0.01 0.02 -0.03
H -1.754087 -1.193429 -4.719228 0.04 -0.06 -0.02
H -3.850775 -4.309821 0.432341 0.02 0.04 -0.09
H -6.237700 -4.760158 0.833077 0.02 0.01 0.00
H -7.486940 -3.456716 2.527153 0.00 0.01 -0.01
H -6.308641 -1.704119 3.832076 0.00 0.00 0.00
H -3.917694 -1.246260 3.409437 -0.01 -0.01 -0.04
H -4.787336 -0.020394 0.636134 0.03 0.04 0.04
H -5.552725 2.284916 1.077265 -0.01 -0.01 -0.04
H -4.786128 4.130768 -0.402056 0.01 0.00 -0.01
H -3.241038 3.645038 -2.259613 0.02 -0.01 0.01
H -2.162849 2.162984 -3.703332 -0.03 -0.01 0.01
H -2.398716 0.408170 -3.557217 -0.02 0.03 0.00
H -1.150384 1.217303 -2.602030 0.05 -0.04 -0.02
H -6.278227 -1.599757 -1.285518 0.02 0.04 -0.01
H -7.499922 -0.879319 -2.346046 0.04 -0.04 0.01
H -6.074024 0.044008 -1.869185 0.01 0.06 0.03
H -7.583695 -1.796779 -4.337901 0.04 -0.01 0.01
```
Positions in Å, forces in eV/Å.

Charge: -2
HOMO (spin up / spin down) (eV): -1.37 / -1.37
Electronic energy (eV): -108342.8932
Multiplicity: 2
⟨S²⟩: 0.75
Energy relative to the best compared isomer or geometry (same formula, charge and spin) (eV): 3.022